The following is a DFT calculation (wB97M-V/def2-TZVPD) of 4 unconnected molecules or ions with the total composition C4H15NO3.

Output
SMILES string ... C/C=C(/C)N.O.O.O
Relative energy (zero: lowest compared OMol25 entry of this formula, charge and spin) ... 227.2 kJ/mol

Each line ends with the Mulliken charge.
Element x y z (Å)
C  2.3829  1.7728  -0.0145  -0.7556
C  1.5049  0.7796  0.8307  -0.3858
C  0.3715  0.2263  0.4736  0.7928
C  -0.5265  -0.5911  1.3632  -1.3822
N  -0.2687  0.5331  -0.7792  -0.4211
H  1.8411  2.7734  0.0308  0.1790
H  3.5102  1.8094  0.1197  0.3260
H  2.0672  1.3891  -1.0476  0.1161
H  2.0865  0.5949  1.7565  0.3046
H  -0.9984  -1.5490  0.7414  0.2156
H  -1.6212  -0.0597  1.6025  0.2435
H  -0.1900  -0.9602  2.2989  0.3832
H  0.3192  0.6745  -1.5365  0.2006
H  -1.0534  -0.1256  -0.9649  0.2237
O  3.0685  -4.7302  -1.7099  -0.6548
H  2.3831  -4.9095  -2.3996  0.3243
H  2.9143  -3.7095  -1.5643  0.3299
O  -1.4221  4.0093  -0.9700  -0.6874
H  -1.2323  3.0163  -0.9409  0.3356
H  -0.9638  4.4326  -0.2261  0.3112
O  -4.6881  -1.9958  1.3359  -0.6315
H  -5.4415  -1.5046  0.9747  0.3248
H  -4.0436  -1.8760  0.6257  0.3074

---

The following is a DFT calculation (wB97M-V/def2-TZVPD) of a single C21H22FN3O2 molecule.

Output
SMILES string ... C/C(=N/NC(=O)CNC(=O)c1ccccc1F)c1ccc2c(c1)CCCC2
Relative energy (zero: lowest compared OMol25 entry of this formula, charge and spin) ... 0.0 kJ/mol

Each line ends with the Mulliken charge.
Element x y z (Å)
C  -0.1718  3.3007  3.3128  -1.2727
C  0.3353  2.5584  2.1214  0.4669
N  1.0741  3.1968  1.3040  -1.1251
N  1.6593  2.5160  0.2529  0.4058
C  2.3636  1.3729  0.3685  0.6886
O  2.5874  0.7926  1.4111  -0.6151
C  2.8243  0.8338  -0.9941  -1.0584
N  1.6984  0.1911  -1.6378  -0.0389
C  0.7789  0.9204  -2.3017  0.1904
O  0.9132  2.1219  -2.4818  -0.7292
C  -0.4260  0.1980  -2.8108  0.2200
C  -1.5041  0.9911  -3.2055  -0.5214
C  -2.6804  0.4362  -3.6689  -0.7478
C  -2.8067  -0.9407  -3.7580  -0.2801
C  -1.7507  -1.7537  -3.3867  -0.5822
C  -0.5819  -1.1810  -2.9196  0.9512
F  0.4189  -2.0261  -2.5743  -0.4404
C  -0.1065  1.1592  1.9484  -0.2468
C  -0.7519  0.7999  0.7662  -0.2862
C  -1.1688  -0.5010  0.5783  -1.0647
C  -0.9353  -1.4800  1.5380  1.2628
C  -0.2890  -1.1271  2.7205  1.0488
C  0.1023  0.1907  2.9180  -0.7440
C  -0.0289  -2.1332  3.8082  -1.3559
C  -0.1290  -3.5700  3.3088  -0.8640
C  -1.4206  -3.7447  2.5200  -0.9439
C  -1.3574  -2.8958  1.2556  -1.0259
H  -1.2564  3.2251  3.3666  0.3177
H  0.1277  4.3427  3.2536  0.4038
H  0.2411  2.8587  4.2180  0.3109
H  1.5959  2.9882  -0.6427  0.3072
H  3.1745  1.6444  -1.6369  0.4116
H  3.6150  0.0996  -0.8415  0.4590
H  1.5042  -0.7563  -1.3593  0.2284
H  -1.3826  2.0616  -3.1351  0.4838
H  -3.4987  1.0755  -3.9612  0.4158
H  -3.7222  -1.3842  -4.1181  0.4025
H  -1.8158  -2.8285  -3.4518  0.4636
H  -0.9408  1.5457  0.0063  0.6202
H  -1.6857  -0.7684  -0.3341  0.5150
H  0.6196  0.4537  3.8287  0.4140
H  0.9579  -1.9502  4.2386  0.4047
H  -0.7651  -1.9763  4.6045  0.3820
H  -0.1003  -4.2583  4.1557  0.3779
H  0.7224  -3.7944  2.6628  0.3272
H  -1.5703  -4.7931  2.2544  0.3803
H  -2.2666  -3.4284  3.1345  0.3450
H  -2.3261  -2.8928  0.7488  0.4310
H  -0.6328  -3.3378  0.5626  0.3068

---

The following is a DFT calculation (wB97M-V/def2-TZVPD) of a single C22H26N2O4 molecule.

Output
SMILES string ... C=CC[C@]1(O)C(=O)N2C(=C1C(=O)N1CCOCC1)c1ccccc1CC2(C)C
Relative energy (zero: lowest compared OMol25 entry of this formula, charge and spin) ... 2102.2 kJ/mol

Each line ends with the Mulliken charge.
Element x y z (Å)
C  3.0799  -3.7251  -1.3815  -1.3447
C  2.9584  -2.4402  -1.8979  -0.5282
C  1.6016  -1.6445  -1.9520  -0.6173
C  1.8100  -0.6424  -0.8404  3.3315
O  2.7254  0.2542  -0.9416  -0.4909
C  1.8458  -1.2119  0.4941  -1.1687
O  2.7302  -1.6314  1.1836  -0.6160
N  0.5312  -1.3041  1.0921  0.2637
C  -0.3673  -0.5303  0.2639  -0.2415
C  0.5287  -0.0097  -0.7324  -0.3077
C  -0.1855  0.5786  -2.0863  -0.5603
O  -0.9582  -0.0265  -2.7751  -0.5979
N  -0.0674  1.9814  -2.1288  0.3604
C  0.7716  2.6477  -1.4768  0.0871
C  0.0237  3.9531  -0.9077  -1.2689
O  -0.2901  4.8087  -2.0689  -0.3367
C  -1.1054  3.8787  -2.6474  -0.6645
C  -0.2803  2.5770  -3.4316  -0.7812
C  -1.4796  -0.1758  0.6982  0.9655
C  -2.4549  0.9246  0.2389  -1.4404
C  -3.9301  0.9944  0.7403  -1.2062
C  -4.0835  0.4228  2.0191  -0.6960
C  -3.4386  -0.6067  2.4896  -0.5321
C  -2.0840  -0.9138  2.0894  0.2841
C  -1.3057  -2.1312  2.3700  -0.9304
C  0.1133  -1.8043  2.4914  0.8822
C  0.5601  -0.6175  3.2625  -1.2785
C  1.1759  -2.8768  2.7322  -1.8773
H  3.8284  -4.2539  -1.4729  0.5355
H  2.2644  -4.2594  -1.1481  0.3427
H  3.8281  -2.0396  -2.1052  0.5274
H  1.6450  -1.2739  -2.9492  0.4074
H  0.9174  -2.4970  -1.9528  0.4006
H  3.4582  -0.0621  -0.7317  0.4556
H  1.2923  2.3110  -0.3061  0.0647
H  1.6395  3.0253  -1.9152  0.4072
H  0.6314  4.6335  -0.1871  0.3269
H  -0.7031  3.7397  -0.4677  0.7634
H  -1.4352  4.3974  -3.7068  0.3755
H  -2.0148  3.5851  -2.4462  0.4847
H  -1.1207  1.8217  -3.9148  0.3028
H  0.4258  3.0542  -4.1433  0.3960
H  -2.1870  1.4777  -0.4908  1.0872
H  -4.1603  1.9047  0.4602  0.5428
H  -5.0697  0.6330  2.2577  0.4440
H  -3.8739  -1.2457  3.2357  0.4032
H  -1.4379  -3.0137  1.6763  0.2423
H  -1.6314  -2.2817  3.4229  0.5882
H  0.1686  -0.8244  4.5148  0.2933
H  -0.1734  0.2438  3.1229  0.3774
H  1.6389  -0.2558  3.5221  0.2741
H  1.0024  -3.6736  2.0915  0.4437
H  0.5286  -3.2475  3.7292  0.3295
H  2.1130  -2.6279  3.0074  0.4951

---

The following is a DFT calculation (wB97M-V/def2-TZVPD) of a single C5H9NO molecule.

Output
SMILES string ... CC1(C)NCC1=O
Relative energy (zero: lowest compared OMol25 entry of this formula, charge and spin) ... 175.5 kJ/mol

Each line ends with the Mulliken charge.
Element x y z (Å)
C  -0.8351  1.2064  0.3545  -1.4207
C  -0.2225  -0.1813  0.0679  1.4310
C  -1.1221  -1.2833  0.5966  -1.5595
N  0.3863  -0.3599  -1.2926  -0.5962
C  1.6519  0.2817  -0.8717  -0.4493
C  1.2442  -0.2460  0.4977  0.2631
O  1.8145  -0.7994  1.3936  -0.5574
H  -0.6590  1.4938  1.3983  0.3450
H  -1.9205  1.1953  0.2002  0.3553
H  -0.4085  1.9896  -0.2819  0.3499
H  -2.1152  -1.2414  0.1346  0.3875
H  -1.2554  -1.1463  1.6772  0.3107
H  -0.6871  -2.2702  0.4252  0.3769
H  -0.0885  0.0671  -2.0806  0.2430
H  2.5888  -0.0883  -1.2932  0.3142
H  1.6282  1.3823  -0.9259  0.2062

---

The following is a DFT calculation (wB97M-V/def2-TZVPD) of a molecular structure, C17H18N10Pt.

Output
Charge ... +2

Each line ends with the Mulliken charge.
Element x y z (Å)
Pt  -0.7812  -0.1511  0.8450  0.5745
C  -0.2571  -2.9179  1.8030  -0.4166
N  -1.3268  -2.1224  1.1127  -0.3340
C  -2.0062  -2.6981  -0.0901  -0.3831
C  -2.0066  -1.7092  -1.2099  0.1882
N  -1.7081  -0.4281  -1.0560  -0.4075
C  -1.8938  0.1768  -2.3087  0.3304
C  -1.6866  1.4750  -2.7722  -0.4481
C  -1.9465  1.7268  -4.1024  -0.7017
C  -2.3963  0.7251  -4.9742  -0.4774
C  -2.5882  -0.5669  -4.5392  -1.0444
C  -2.3244  -0.8162  -3.1987  0.7265
N  -2.3758  -1.9907  -2.4631  -0.0267
C  0.9862  -2.1050  1.9289  0.2096
N  0.9963  -0.7933  1.7571  -0.4405
C  2.3149  -0.3711  1.9520  0.6127
C  2.9404  0.8661  1.8058  -0.3253
C  4.2937  0.9313  2.0617  -0.8215
C  5.0314  -0.1995  2.4417  -0.4887
C  4.4372  -1.4375  2.5528  -1.0810
C  3.0743  -1.4968  2.2926  0.4500
N  2.1957  -2.5719  2.2555  -0.0256
H  -0.0979  -3.8816  1.3205  0.3614
H  -0.6124  -3.1187  2.8166  0.3503
H  -2.0657  -2.0860  1.8092  0.4342
H  -3.0523  -2.8615  0.1813  0.3333
H  -1.5896  -3.6684  -0.3580  0.3641
H  -1.3436  2.2521  -2.1136  0.5908
H  -1.7975  2.7261  -4.4877  0.4282
H  -2.5877  0.9721  -6.0091  0.4122
H  -2.9220  -1.3477  -5.2092  0.3938
H  -2.6531  -2.8932  -2.8165  0.2343
H  2.4081  1.7454  1.4787  0.5907
H  4.8035  1.8789  1.9567  0.4332
H  6.0904  -0.0985  2.6331  0.4127
H  5.0042  -2.3189  2.8200  0.4133
H  2.4333  -3.5331  2.4462  0.2339
N  -0.9686  4.9938  -0.1826  -0.5829
N  -0.6781  3.8468  0.5040  1.1118
N  0.0613  3.8419  1.5878  -0.9244
C  0.1626  2.5545  1.8496  -0.5119
N  -0.5156  1.8369  0.9353  0.1020
N  -1.0392  2.6835  0.0706  -0.2261
H  -0.7243  5.7874  0.4000  0.3363
H  -1.9500  5.0159  -0.4378  0.2822
H  0.6619  2.1470  2.7105  0.7567

---

no.,energy (eV),frontier orbital gap (eV)
1,-12021.8637,8.88
2,-33417.7203,8.89
3,-34386.9819,6.44
4,-8867.3940,10.45
5,-36054.4037,8.00